Molecular formula: C37H27BrIN5O3SSr
Method: DFT, the ωB97M-V functional and the def2-TZVPD basis

## Properties
- Energy above the lowest of the compared OMol25 structures with the same formula, charge and spin: 283.5 kJ/mol
- LUMO energy: 0.14 eV
- DFT total energy: -5226.30084 Eh
- HOMO level: -0.2524 Ha

Each line ends with the Löwdin charge.
Atoms and positions in Å:
Sr: -0.202 0.274 -0.020  1.278
C: 1.129 -5.039 -1.911  -0.032
C: 1.086 -3.644 -1.798  -0.138
N: 0.075 -2.992 -1.277  0.104
C: -0.965 -3.688 -0.802  -0.148
C: -1.007 -5.104 -0.823  -0.148
C: 0.078 -5.771 -1.414  -0.012
C: -2.121 -5.800 -0.270  -0.026
C: -3.143 -5.122 0.301  -0.028
C: -3.144 -3.697 0.334  -0.142
C: -4.189 -2.966 0.920  0.001
C: -4.157 -1.597 0.862  -0.018
C: -3.090 -0.983 0.199  -0.178
N: -2.086 -1.631 -0.330  0.062
C: -2.081 -2.969 -0.251  -0.136
H: 1.973 -5.518 -2.376  0.105
H: 1.905 -3.038 -2.160  0.078
H: 0.065 -6.850 -1.467  0.114
H: -2.120 -6.881 -0.317  0.114
H: -3.989 -5.637 0.735  0.113
H: -5.007 -3.494 1.389  0.117
H: -4.927 -0.989 1.306  0.112
H: -3.079 0.087 0.117  0.060
I: 0.894 -0.346 -3.230  0.964
C: 2.931 -0.641 -2.516  -0.554
C: 3.860 -0.764 -3.515  -0.183
C: 5.196 -1.040 -3.194  -0.096
C: 5.546 -1.195 -1.885  -0.051
C: 4.596 -1.050 -0.855  -0.182
C: 5.006 -1.212 0.482  -0.066
C: 4.098 -1.067 1.488  -0.102
C: 2.759 -0.754 1.196  -0.173
C: 2.264 -0.579 -0.088  -0.204
C: 3.222 -0.743 -1.138  -0.280
H: 3.562 -0.662 -4.546  0.075
H: 5.925 -1.141 -3.982  0.098
H: 6.561 -1.431 -1.606  0.105
H: 6.042 -1.451 0.678  0.103
H: 4.410 -1.189 2.516  0.094
H: 2.084 -0.660 2.040  0.067
C: 1.478 5.553 -0.284  -0.086
C: 2.040 4.545 -1.286  -0.207
C: 1.206 3.384 -1.398  -0.193
N: 0.559 2.449 -1.525  0.108
H: 2.149 6.402 -0.199  0.075
H: 1.391 5.069 0.683  0.049
H: 0.497 5.906 -0.587  0.078
H: 3.011 4.190 -0.935  0.130
H: 2.152 4.989 -2.281  0.124
O: 1.495 3.102 1.561  0.063
C: 0.479 2.567 1.987  -0.519
N: -0.474 2.037 1.236  -0.296
S: -1.452 1.125 2.098  0.593
O: -2.839 1.400 1.822  -0.276
O: -1.054 -0.258 1.943  -0.456
C: -0.974 1.732 3.706  -0.186
C: -1.545 1.662 4.958  -0.027
C: -0.951 2.391 5.984  -0.062
C: 0.195 3.138 5.750  -0.057
C: 0.757 3.203 4.483  0.011
C: 0.145 2.508 3.454  -0.119
H: -2.447 1.089 5.130  0.122
H: -1.395 2.386 6.970  0.108
H: 0.638 3.698 6.562  0.109
H: 1.633 3.800 4.287  0.123
Br: -5.590 3.375 -3.768  0.744
C: -4.163 2.439 -2.922  -0.666
C: -3.597 2.929 -1.758  -0.075
C: -2.544 2.213 -1.205  -0.164
N: -2.069 1.103 -1.737  -0.045
C: -2.632 0.633 -2.839  -0.155
C: -3.686 1.263 -3.479  -0.089
H: -3.959 3.834 -1.299  0.107
H: -2.081 2.552 -0.293  0.076
H: -2.218 -0.289 -3.227  0.086
H: -4.112 0.856 -4.381  0.104



Molecular formula: CH6NS
Method: DFT, the ωB97M-V functional and the def2-TZVPD basis

## Properties
- Energy above the lowest of the compared OMol25 structures with the same formula, charge and spin: 103.3 kJ/mol
- LUMO energy: 4.53 eV
- DFT total energy: -494.62519 Eh
- Total charge: -1
- HOMO level: -0.0854 Ha

Each line ends with the Löwdin charge.
Atoms and positions in Å:
N: -1.705 0.176 1.453  -0.029
H: -1.151 -0.069 0.605  -0.118
H: -2.392 0.946 1.442  -0.007
H: -0.976 0.521 1.986  -0.062
C: 0.346 1.010 -0.918  -0.638
S: 0.856 -0.777 -0.312  -0.049
H: 0.399 1.934 -0.385  -0.020
H: -0.559 0.650 -1.429  -0.043
H: 0.849 1.153 -1.894  -0.034



Molecular formula: C5H12N4
Method: DFT, the ωB97M-V functional and the def2-TZVPD basis

## Properties
- Energy above the lowest of the compared OMol25 structures with the same formula, charge and spin: 389.4 kJ/mol
- LUMO energy (spin up / spin down): 0.38 / 0.40 eV
- DFT total energy: -416.59712 Eh
- HOMO level (spin up / spin down): -0.2630 / -0.2637 Ha

Each line ends with the Löwdin charge.
Atoms and positions in Å:
C: 0.240 -0.416 -1.807  0.085
C: 1.853 1.385 1.192  -0.200
N: -0.607 -0.454 -0.804  -0.124
N: 2.373 0.278 0.408  -0.067
C: -1.784 0.355 -0.867  -0.487
C: -0.369 -1.032 0.392  -0.228
N: -2.325 0.604 0.356  0.147
C: -0.331 -2.285 0.768  -0.025
N: -2.170 0.749 -2.001  0.142
H: 2.314 -0.583 0.930  0.050
H: -1.917 0.082 1.125  0.074
H: -3.271 0.936 0.426  0.105
H: -3.012 1.313 -1.996  0.055
H: 0.110 0.329 -2.566  0.073
H: 1.104 -1.045 -1.775  0.076
H: 3.342 0.433 0.179  0.057
H: 2.399 1.562 2.132  0.064
H: 0.794 1.179 1.430  0.053
H: 1.895 2.293 0.587  0.066
H: -0.563 -3.124 0.112  0.050
H: -0.075 -2.558 1.780  0.035



Molecular formula: C33H73N3O11PS6
Method: DFT, the ωB97M-V functional and the def2-TZVPD basis

## Properties
- LUMO energy: -4.53 eV
- DFT total energy: -5023.03689 Eh
- Total charge: +1
- HOMO level: -0.3844 Ha

Each line ends with the Löwdin charge.
Atoms and positions in Å:
C: -2.479 -2.639 1.445  -0.119
C: -1.989 -4.108 1.774  -0.233
C: -1.088 -4.765 0.651  -0.225
C: -1.913 -5.433 -0.536  -0.190
C: -2.260 -4.407 -1.710  -0.191
C: -1.332 -4.622 -2.992  -0.202
C: -1.788 -3.694 -4.220  -0.184
C: -1.301 -2.227 -3.876  -0.228
C: -1.817 -1.125 -4.882  -0.176
C: -1.278 0.354 -4.633  -0.163
C: -0.323 0.553 -3.388  -0.171
C: -1.112 0.861 -2.018  -0.069
C: 0.020 0.929 -0.909  -0.026
C: 0.524 -0.413 -0.449  -0.133
O: -0.008 -1.589 -0.940  0.024
C: 1.609 -0.490 0.550  0.118
C: 2.072 -1.947 0.980  -0.438
O: 1.317 -2.594 1.719  0.072
O: 3.233 -2.539 0.530  -0.245
P: 4.076 -3.432 1.770  0.910
N: 3.806 -2.712 3.348  -0.141
O: 3.413 -4.985 1.939  -0.273
C: 2.176 0.855 1.058  -0.135
N: 3.280 0.875 2.009  0.022
C: 4.475 0.345 1.210  -0.198
C: 5.815 1.127 1.521  -0.172
C: 7.028 0.162 1.093  -0.236
C: 7.647 0.592 -0.319  -0.115
C: 1.573 2.101 0.556  0.049
N: 0.532 2.110 -0.393  -0.060
C: -0.015 3.410 -0.848  -0.157
S: 0.779 3.960 -2.446  0.753
O: 1.934 3.060 -2.611  -0.350
O: -0.163 3.917 -3.567  -0.356
H: -1.701 -2.002 0.941  0.044
H: -2.736 -2.144 2.432  0.059
H: -3.429 -2.643 0.824  0.075
H: -1.340 -4.027 2.699  0.101
H: -2.878 -4.776 1.925  0.107
H: -0.281 -4.073 0.272  0.085
H: -0.532 -5.623 1.147  0.107
H: -2.829 -5.936 -0.110  0.108
H: -1.259 -6.238 -0.996  0.104
H: -3.309 -4.613 -2.069  0.110
H: -2.165 -3.348 -1.350  0.080
H: -1.361 -5.695 -3.345  0.110
H: -0.243 -4.413 -2.735  0.104
H: -2.913 -3.672 -4.236  0.056
H: -1.309 -4.058 -5.166  0.116
H: -1.636 -1.938 -2.846  0.081
H: -0.167 -2.224 -3.916  0.108
H: -2.941 -1.089 -4.771  0.100
H: -1.509 -1.412 -5.933  0.121
H: -2.169 1.023 -4.476  0.111
H: -0.718 0.756 -5.530  0.113
H: 0.459 -0.245 -3.256  0.109
H: 0.260 1.503 -3.591  0.077
H: -1.708 1.810 -2.079  0.110
H: -1.793 -0.001 -1.760  0.130
H: 0.664 -1.924 -1.578  0.145
H: 3.818 -1.687 3.295  0.022
H: 2.886 -2.973 3.729  0.036
H: 2.925 -5.014 2.787  0.056
H: 3.479 1.880 2.126  0.106
H: 4.241 0.499 0.124  0.133
H: 4.629 -0.721 1.508  0.062
H: 5.867 1.416 2.604  0.114
H: 5.891 2.008 0.815  0.111
H: 7.804 0.103 1.904  0.109
H: 6.663 -0.902 0.938  0.095
H: 6.835 0.858 -1.048  0.071
H: 8.374 1.426 -0.132  0.077
H: 8.191 -0.303 -0.746  0.079
H: 2.003 3.060 0.947  0.150
H: -1.132 3.346 -0.917  0.129
H: 0.208 4.203 -0.070  0.131
H: 1.176 5.293 -2.336  0.113
C: -6.695 -1.621 -3.956  -0.268
S: -6.192 -3.172 -4.724  0.847
O: -4.745 -3.375 -4.414  -0.569
C: -6.300 -2.587 -6.426  -0.262
H: -6.660 -1.748 -2.874  0.050
H: -6.013 -0.821 -4.248  0.052
H: -7.714 -1.377 -4.258  0.055
H: -5.643 -1.728 -6.567  0.057
H: -7.332 -2.313 -6.651  0.056
H: -5.988 -3.396 -7.086  0.054
C: -0.113 -0.660 6.812  -0.261
S: -1.039 -0.465 5.278  0.811
O: -1.592 -1.802 4.918  -0.547
C: 0.398 -0.173 4.227  -0.275
H: -0.819 -0.890 7.610  0.059
H: 0.602 -1.479 6.713  0.058
H: 0.404 0.269 7.044  0.020
H: 1.092 -1.014 4.288  0.041
H: 0.890 0.744 4.557  0.048
H: 0.069 -0.057 3.194  0.030
C: 2.078 3.829 -5.805  -0.279
S: 1.149 3.996 -7.340  0.810
O: 0.599 2.651 -7.673  -0.554
C: 2.579 4.272 -8.403  -0.269
H: 1.371 3.610 -5.005  -0.016
H: 2.796 3.012 -5.888  0.067
H: 2.596 4.764 -5.585  0.060
H: 3.267 3.429 -8.328  0.058
H: 3.081 5.195 -8.105  0.053
H: 2.229 4.366 -9.430  0.052
C: -0.596 4.772 7.999  -0.260
S: 0.074 3.104 7.884  0.824
O: -0.700 2.385 6.825  -0.596
C: -0.543 2.536 9.479  -0.255
H: -0.360 5.301 7.076  0.049
H: -1.679 4.731 8.123  0.064
H: -0.138 5.292 8.841  0.057
H: -1.629 2.633 9.514  0.066
H: -0.086 3.126 10.276  0.057
H: -0.267 1.489 9.601  0.047
C: -3.584 3.705 2.941  -0.268
S: -2.655 3.425 4.462  0.811
O: -2.614 4.718 5.201  -0.541
C: -1.050 3.208 3.667  -0.282
H: -4.622 3.904 3.205  0.053
H: -3.176 4.565 2.405  0.050
H: -3.537 2.812 2.314  0.048
H: -0.799 4.099 3.086  0.048
H: -1.082 2.330 3.017  0.037
H: -0.303 3.056 4.446  0.026